Entry P
16
Properties=species:S:1:pos:R:3:lowdin_charge:R:1 method="wB97M-V/def2-TZVPD" orbital_gap_ev=10.475 total_charge=+2 e_homo_ev=-19.386
C 0.97 -0.06 0.06 -0.2561
C -0.52 0.18 0.38 -0.3275
N 1.94 0.65 0.57 0.2691
N -1.09 -1.00 0.83 0.0972
N 1.26 -1.07 -0.80 0.2241
N -1.27 0.83 -0.77 0.2957
H -0.44 0.94 1.17 0.1673
H 1.69 1.33 1.33 0.1919
H 2.95 0.43 0.29 0.2145
H -2.02 -1.20 1.32 0.1875
H -0.83 -1.91 0.38 0.1313
H 0.72 -1.83 -1.18 0.1479
H 1.92 -1.05 -1.52 0.1267
H -1.06 0.11 -1.47 0.1772
H -2.17 0.92 -0.45 0.1447
H -0.79 1.70 -1.08 0.2088



Entry Q
16
Properties=species:S:1:pos:R:3:lowdin_charge:R:1 method="wB97M-V/def2-TZVPD" orbital_gap_ev=10.286 total_charge=+2 e_homo_ev=-19.698
C -0.70 -0.56 0.24 -0.0267
C -0.85 -0.01 -2.10 0.2884
N -0.12 -0.20 -1.05 -0.1830
N 1.26 -0.39 -1.00 0.1674
N -0.48 0.54 1.33 0.0500
N 0.88 0.32 1.71 0.0609
H -1.83 -0.69 0.02 0.1798
H -0.02 -1.48 0.41 0.1990
H -1.83 -0.12 -1.88 0.0990
H -0.33 0.09 -2.99 0.1279
H 1.64 0.15 -0.25 0.0901
H 1.79 -0.44 -1.86 0.1523
H -0.67 1.51 0.91 0.2366
H -1.16 0.12 2.16 0.2848
H 1.12 -0.08 2.59 0.1356
H 1.30 1.25 1.76 0.1380



Which structure loses on stability? entry Q does.